Density functional theory data (ωB97M-V with the def2-TZVPD basis set) for C24H39As3F5NO9P2W as an isolated structure at a distorted geometry.

Net charge: +1
Spin multiplicity: 4
Relative energy (zero: lowest compared OMol25 entry of this formula, charge and spin) (kJ/mol): 185.4
<S²>: 3.762

Each line ends with the Löwdin charge.
Atoms and positions in Å:
W1 0.54 0.39 -0.52  1.694
As1 -1.23 1.27 -2.74  1.209
As2 -4.02 -4.66 -3.05  1.145
As3 -2.00 -1.08 0.47  1.222
P1 2.98 0.04 0.72  0.394
P2 1.30 0.87 2.81  0.533
F1 1.34 4.19 0.68  0.102
F2 1.71 0.33 -2.02  -0.406
F3 1.08 3.02 -4.63  0.092
F4 2.77 4.87 -3.74  0.143
F5 2.88 5.51 -1.12  0.149
O1 0.26 0.51 1.79  -0.374
O2 4.42 -0.26 0.18  -0.045
O3 2.35 1.39 0.33  -0.366
O4 1.91 -0.99 0.38  -0.358
O5 -0.32 -1.10 -0.78  -0.630
O6 1.45 2.42 3.01  -0.063
O7 -0.30 2.14 -0.19  -0.310
O8 3.07 -1.04 3.22  -0.033
O9 0.86 0.29 4.20  -0.051
N1 1.94 -2.69 -2.41  0.051
C1 -3.07 -2.33 -0.58  -0.299
C2 1.95 4.27 -2.88  -0.129
C3 -3.68 -5.60 -1.35  -0.346
C4 2.34 -5.05 -2.52  -0.064
C5 -4.91 -0.74 -1.22  -0.063
C6 -1.47 1.51 -4.66  -0.250
C7 -2.15 -4.31 -3.51  -0.368
C8 1.04 3.31 -3.32  -0.205
C9 -4.73 -2.94 -2.36  -0.370
C10 4.11 1.17 3.01  -0.044
C11 -3.06 -1.17 -2.81  0.008
C12 0.30 2.99 -1.08  -0.381
C13 -2.72 2.37 -2.09  -0.271
C14 1.74 -5.11 -3.77  -0.074
C15 1.25 -3.94 -4.32  -0.081
C16 2.42 -3.82 -1.88  -0.151
C17 1.19 3.95 -0.64  -0.145
C18 -3.25 -0.55 1.98  -0.193
C19 -3.91 -1.78 -1.74  -0.669
C20 3.04 0.19 2.53  -0.569
C21 -1.14 -2.37 1.64  -0.232
C22 2.01 4.61 -1.54  -0.126
C23 0.15 2.72 -2.45  -0.241
C24 1.37 -2.77 -3.60  -0.160
H1 -3.55 -0.53 -3.53  0.067
H2 -1.86 0.59 -5.10  0.022
H3 0.78 -3.94 -5.30  0.106
H4 -1.70 -5.28 -3.74  0.020
H5 -2.51 3.42 -2.30  0.043
H6 -0.77 -1.85 2.52  0.028
H7 1.67 -6.05 -4.30  0.110
H8 -3.88 0.27 1.68  0.022
H9 -3.71 -2.82 0.15  0.094
H10 -0.53 1.75 -5.14  0.016
H11 -2.84 2.23 -1.02  0.018
H12 -4.60 -5.61 -0.76  0.020
H13 -5.47 -3.26 -1.62  0.070
H14 -2.10 -3.71 -4.42  0.018
H15 -2.88 -5.16 -0.76  0.005
H16 -0.32 -2.84 1.12  0.040
H17 -2.55 -0.30 2.77  0.023
H18 -2.18 2.31 -4.82  0.043
H19 -4.41 0.10 -0.73  0.054
H20 1.35 2.94 2.19  0.080
H21 2.88 -3.74 -0.90  0.101
H22 2.74 -5.93 -2.05  0.104
H23 1.54 0.23 4.89  0.113
H24 4.02 2.13 2.51  0.092
H25 -1.88 -3.12 1.93  0.049
H26 -1.56 -3.84 -2.73  0.004
H27 -3.42 -6.63 -1.59  0.017
H28 3.94 -1.44 3.12  0.118
H29 4.03 1.32 4.08  0.097
H30 -2.16 -1.68 -3.14  0.043
H31 -5.60 -1.19 -0.50  0.093
H32 -5.51 -0.34 -2.04  0.092
H33 4.46 -0.48 -0.76  0.122
H34 -2.36 -3.07 -0.95  0.053
H35 5.09 0.75 2.79  0.096
H36 -5.32 -2.52 -3.19  0.064
H37 1.00 -1.83 -4.01  0.102
H38 -3.62 2.07 -2.62  0.028
H39 -3.78 -1.49 2.13  0.036

=====

Density functional theory data (ωB97M-V with the def2-TZVPD basis set) for C5H7NOS as an isolated structure at a distorted geometry.

Spin multiplicity: 3
Relative energy (zero: lowest compared OMol25 entry of this formula, charge and spin) (kJ/mol): 253.6
<S²>: 2.019

Each line ends with the Löwdin charge.
Atoms and positions in Å:
S1 -0.96 2.14 -0.34  0.974
O1 -1.15 0.25 0.68  -0.121
N1 -1.38 1.35 -1.84  -0.173
C1 -1.98 -1.08 -2.03  0.040
C2 0.10 0.45 0.89  -0.568
C3 0.97 -0.49 1.65  0.012
C4 -1.53 0.14 -1.90  -0.262
C5 0.55 1.58 0.25  -0.222
H1 -2.97 -1.24 -1.89  0.037
H2 1.89 -0.01 1.54  0.066
H3 -0.54 3.26 -0.97  -0.031
H4 -1.35 -1.87 -2.15  0.020
H5 1.00 -1.34 0.99  0.099
H6 1.40 2.24 0.29  0.084
H7 0.62 -0.63 2.58  0.047

=====

Density functional theory data (ωB97M-V with the def2-TZVPD basis set) for one molecule with the formula C2H7N3O at a distorted geometry.

Spin multiplicity: 1
SMILES: C/N=N\N(C)O
Relative energy (zero: lowest compared OMol25 entry of this formula, charge and spin) (kJ/mol): 728.1

Each line ends with the Löwdin charge.
Atoms and positions in Å:
O1 -2.33 -1.25 0.09  -0.006
N1 -0.06 -1.31 0.01  -0.058
N2 0.94 -0.80 -0.54  -0.127
N3 -1.10 -0.57 0.14  -0.176
C1 -0.96 1.10 -0.07  0.078
C2 1.95 0.02 0.11  -0.169
H1 -2.00 1.30 -0.34  0.058
H2 -2.12 -2.14 -0.24  0.099
H3 -0.30 1.50 -0.82  0.058
H4 1.69 0.41 1.10  0.066
H5 -0.74 1.50 0.92  0.065
H6 2.84 -0.61 0.21  0.055
H7 2.18 0.85 -0.56  0.057